(1)
Computed, not measured: 2 unconnected molecules or ions with the total composition HN2O3, with wB97M-V/def2-TZVPD.

HOMO-LUMO gap (alpha / beta)	8.99 / 8.99	eV
E_tot	-335.6224	Ha
LUMO energy (alpha / beta)	0.16926 / 0.16936	hartree
ΔE to the lowest compared entry with this formula, charge and spin	65.6	kcal per mole
total charge	-1

```
6
HN2O3, DFT wB97M-V/def2-TZVPD
N 1.1162 -1.0176 0.0761
N 1.6903 0.1061 0.1099
O 3.5804 -0.3726 -0.0510
O 1.1191 1.2249 0.2274
O -0.2627 -0.8675 0.1897
H -0.2926 0.0309 0.3622
```

Electronic structure analysis, natural (NBO) charges in units of e: number 1, N, carries -0.01; number 2, N, carries 0.32; number 3, O, carries -0.59; number 4, O, carries -0.58; number 5, O, carries -0.60; number 6, H, carries 0.45

***

(2)
Computed, not measured: 2 unconnected molecules or ions with the total composition HN2O3P, with wB97M-V/def2-TZVPD.

HOMO-LUMO gap	8.43	eV
E_tot	-676.9861	Ha
LUMO energy	-0.01962	hartree
ΔE to the lowest compared entry with this formula, charge and spin	18.6	kcal per mole
structure (SMILES)	[O-][N+]#P.O=NO

```
7
HN2O3P, DFT wB97M-V/def2-TZVPD
O -1.2404 2.6899 -0.6618
N -0.5472 1.8947 -0.2428
P 0.3434 1.1508 0.6492
O 4.3181 -0.1568 -0.0357
N 3.1451 -0.2436 -0.2108
O 2.4864 0.9050 -0.6388
H 3.1463 1.5563 -0.5994
```

Electronic structure analysis, natural (NBO) charges in units of e: number 1, O, carries -0.35; number 2, N, carries -0.22; number 3, P, carries 0.56; number 4, O, carries -0.29; number 5, N, carries 0.38; number 6, O, carries -0.54; number 7, H, carries 0.47

***

Result set for largest force on an atom: 3.887; 6.105 eV/Å, one per record in the order listed.